Entry 1:
82
Properties=species:S:1:pos:R:3:mulliken_charge:R:1 method="wB97M-V/def2-TZVPD" smiles="BCCCCOC(C)=O.COC(=O)OC.COC(=O)OC.COC(=O)OC.COC(=O)OC.COC(=O)OC" max_force_ev_per_a=8.881 homo_energy_ha=-0.37048 e_lumo_ev=0.14 spin_multiplicity=1 orbital_gap_ev=10.218
B -2.110 1.008 2.787 0.28
C -2.428 2.061 1.558 -0.23
C -2.734 3.560 2.145 -0.56
C -4.255 4.030 1.644 -0.38
C -5.417 3.438 2.654 -0.32
O -6.651 3.007 1.981 -0.31
C -6.536 1.659 1.403 0.60
C -5.884 0.337 2.121 -0.66
O -7.064 1.471 0.163 -0.55
H -1.782 1.367 3.876 -0.08
H -2.265 -0.141 2.558 -0.09
H -1.516 2.096 0.801 0.06
H -3.377 1.698 0.942 0.09
H -2.650 3.614 3.333 0.26
H -1.885 4.284 1.741 0.31
H -4.446 3.815 0.509 0.31
H -4.248 5.219 1.754 0.14
H -5.727 4.355 3.354 0.28
H -4.937 2.644 3.371 0.17
H -5.737 0.521 3.287 0.26
H -6.572 -0.636 2.056 0.31
H -4.833 0.064 1.663 0.11
C -1.467 -0.624 -3.879 -0.54
O -0.090 -0.293 -3.704 -0.34
C 0.231 0.115 -2.451 0.80
O -0.540 0.214 -1.509 -0.53
O 1.558 0.395 -2.426 -0.32
C 2.041 0.840 -1.160 -0.59
H -1.610 -0.937 -4.917 0.22
H -1.750 -1.456 -3.226 0.23
H -2.100 0.249 -3.692 0.29
H 1.898 0.066 -0.399 0.29
H 1.548 1.772 -0.865 0.33
H 3.113 1.034 -1.256 0.15
C -4.185 10.266 -0.405 -0.61
O -5.488 9.927 -0.875 -0.31
C -6.061 8.881 -0.227 0.78
O -5.561 8.242 0.686 -0.55
O -7.286 8.668 -0.771 -0.31
C -8.009 7.589 -0.183 -0.58
H -3.824 11.114 -0.993 0.22
H -4.221 10.567 0.647 0.28
H -3.494 9.430 -0.547 0.29
H -8.198 7.783 0.878 0.27
H -7.470 6.645 -0.316 0.28
H -8.972 7.510 -0.695 0.22
C -0.094 -4.125 -1.609 -0.62
O -1.397 -4.464 -2.079 -0.24
C -1.969 -5.510 -1.431 0.73
O -1.469 -6.149 -0.518 -0.54
O -3.194 -5.723 -1.975 -0.30
C -3.918 -6.802 -1.387 -0.61
H 0.267 -3.277 -2.197 0.13
H -0.129 -3.824 -0.557 0.33
H 0.598 -4.961 -1.751 0.32
H -4.106 -6.608 -0.326 0.28
H -3.379 -7.746 -1.520 0.29
H -4.881 -6.881 -1.899 0.22
C 6.264 -2.667 2.771 -0.74
O 6.666 -2.648 1.403 -0.23
C 5.820 -1.974 0.582 0.62
O 4.791 -1.412 0.919 -0.57
O 6.320 -2.036 -0.678 -0.18
C 5.528 -1.364 -1.656 -0.73
H 7.012 -3.232 3.335 0.25
H 6.223 -1.651 3.176 0.31
H 5.297 -3.169 2.883 0.31
H 5.458 -0.296 -1.429 0.28
H 4.532 -1.814 -1.722 0.31
H 6.021 -1.477 -2.626 0.28
C 8.786 -3.507 -0.449 -0.43
O 8.909 -4.829 -0.969 -0.31
C 9.732 -5.636 -0.253 0.77
O 10.344 -5.323 0.756 -0.55
O 9.756 -6.852 -0.855 -0.31
C 10.588 -7.812 -0.205 -0.62
H 8.105 -2.950 -1.099 0.12
H 8.360 -3.526 0.559 0.31
H 9.756 -2.999 -0.451 0.33
H 10.234 -8.003 0.813 0.28
H 11.630 -7.476 -0.198 0.29
H 10.531 -8.746 -0.771 0.22

***

Entry 2:
15
Properties=species:S:1:pos:R:3:mulliken_charge:R:1 method="wB97M-V/def2-TZVPD" max_force_ev_per_a=4.044 homo_energy_ha=-0.34063 e_lumo_ev=0.94 spin_multiplicity=1 de_lowest_kcal_mol=70.2 orbital_gap_ev=10.205
C 1.994 0.689 -0.122 -1.13
C 0.655 0.118 0.034 0.16
C 0.113 -0.415 1.098 -0.39
C -1.273 -0.813 0.657 -0.27
C -0.424 -0.014 -0.988 -0.15
C -1.520 0.711 -0.050 0.56
H 2.487 0.564 0.936 0.29
H 2.593 0.165 -0.924 0.25
H 1.984 1.698 -0.446 0.30
H 0.385 -0.180 2.199 0.27
H -1.805 -1.418 1.394 0.47
H -1.893 -1.545 -1.078 0.27
H -0.055 0.170 -2.078 0.41
N -0.962 -1.373 -0.716 -0.50
O -2.278 1.644 0.082 -0.54

***

Entry 3:
36
Properties=species:S:1:pos:R:3:mulliken_charge:R:1 method="wB97M-V/def2-TZVPD" smiles=O.O.O.O.O.O.O.O.O.O.O.O max_force_ev_per_a=5.499 homo_energy_ha=-0.40254 e_lumo_ev=-0.25 spin_multiplicity=1 de_lowest_kcal_mol=104.8 orbital_gap_ev=10.705
O -0.285 -0.023 -0.873 -0.41
H -0.777 0.658 -1.385 0.36
H -0.957 -0.640 -0.819 0.04
O -4.720 0.749 0.279 -0.61
H -4.013 1.311 0.491 0.34
H -4.284 -0.124 0.376 0.25
O -0.433 3.488 -0.809 -0.59
H 0.195 3.131 -0.206 0.22
H -0.100 3.434 -1.749 0.32
O -0.103 -2.377 -1.219 -0.58
H 0.339 -3.162 -0.966 0.29
H -0.523 -2.186 -0.336 0.30
O 0.610 1.528 -2.772 -0.66
H 0.742 1.028 -1.916 0.36
H 1.209 2.261 -2.823 0.30
O -3.976 -2.382 -1.265 -0.61
H -4.510 -2.247 -0.482 0.32
H -3.617 -1.517 -1.441 0.32
O -0.317 -0.942 3.842 -0.61
H 0.199 -1.707 3.942 0.30
H -0.427 -0.699 2.890 0.29
O -1.629 1.092 1.330 -0.48
H -1.516 0.740 2.187 0.26
H -1.641 2.060 1.430 0.28
O 2.293 2.409 0.823 -0.63
H 1.603 1.879 0.343 0.36
H 2.319 3.201 0.314 0.33
O 2.899 0.331 0.929 -0.63
H 3.811 0.372 0.648 0.30
H 2.906 0.630 1.857 0.31
O 3.054 -2.172 -1.932 -0.60
H 2.961 -1.440 -1.445 0.29
H 2.291 -2.302 -2.505 0.31
O 1.897 -2.438 1.100 -0.64
H 1.932 -1.753 0.412 0.33
H 2.565 -2.192 1.750 0.29

***

Entry 4:
62
Properties=species:S:1:pos:R:3:mulliken_charge:R:1 method="wB97M-V/def2-TZVPD" smiles="COc1cccc(/C=C(/C(=O)OCC(=O)NC2CCCCCCC2)c2ccccc2)c1" max_force_ev_per_a=0.838 homo_energy_ha=-0.31227 e_lumo_ev=-0.14 spin_multiplicity=1 de_lowest_kcal_mol=0.8 orbital_gap_ev=8.357
C 4.210 -0.551 -7.565 -0.81
O 3.864 -1.823 -7.074 -0.45
C 3.499 -1.943 -5.770 0.66
C 3.182 -3.235 -5.344 -0.60
C 2.810 -3.461 -4.034 -0.71
C 2.727 -2.415 -3.133 -0.71
C 3.028 -1.117 -3.544 0.34
C 2.971 0.024 -2.650 -0.80
C 2.214 0.181 -1.550 -0.58
C 2.362 1.449 -0.795 -0.15
O 3.201 2.291 -0.996 -0.65
O 1.411 1.556 0.151 -0.09
C 1.438 2.706 0.983 -0.52
C 0.337 2.619 2.042 0.54
O 0.304 3.390 2.977 -0.70
N -0.558 1.645 1.823 -0.02
C -1.679 1.374 2.707 0.09
C -2.997 1.783 2.029 -0.92
C -3.950 2.561 2.940 -0.88
C -4.597 1.785 4.091 -0.74
C -3.626 1.344 5.194 -0.59
C -3.212 -0.130 5.140 -0.93
C -2.852 -0.693 3.767 -0.82
C -1.608 -0.105 3.106 -0.28
C 1.194 -0.760 -1.050 0.64
C 0.077 -1.060 -1.825 0.28
C -0.902 -1.907 -1.339 -1.06
C -0.777 -2.467 -0.078 -0.30
C 0.334 -2.174 0.698 -0.86
C 1.310 -1.320 0.219 0.23
C 3.432 -0.895 -4.864 -0.17
H 5.077 -0.138 -7.039 0.33
H 3.372 0.150 -7.493 0.33
H 4.465 -0.699 -8.614 0.23
H 3.245 -4.041 -6.058 0.44
H 2.582 -4.465 -3.711 0.41
H 2.454 -2.607 -2.108 0.59
H 3.613 0.859 -2.910 0.52
H 2.411 2.798 1.478 0.37
H 1.290 3.612 0.383 0.31
H -0.433 1.046 1.020 0.15
H -1.504 2.018 3.571 0.44
H -2.746 2.440 1.192 0.40
H -3.499 0.910 1.611 0.36
H -3.410 3.416 3.353 0.38
H -4.755 2.958 2.315 0.40
H -5.137 0.922 3.700 0.39
H -5.343 2.449 4.533 0.33
H -2.745 1.984 5.177 0.39
H -4.101 1.501 6.166 0.39
H -4.041 -0.731 5.524 0.37
H -2.367 -0.275 5.817 0.35
H -2.675 -1.766 3.890 0.45
H -3.705 -0.593 3.098 0.24
H -1.416 -0.681 2.194 -0.19
H -0.749 -0.242 3.767 0.40
H -0.016 -0.625 -2.809 0.48
H -1.766 -2.131 -1.946 0.44
H -1.541 -3.130 0.300 0.45
H 0.439 -2.613 1.680 0.44
H 2.176 -1.094 0.824 0.45
H 3.674 0.113 -5.163 0.50

***

Entry 5:
80
Properties=species:S:1:pos:R:3:mulliken_charge:R:1 method="wB97M-V/def2-TZVPD" max_force_ev_per_a=1.417 homo_energy_ha=-0.36377 e_lumo_ev=-3.51 spin_multiplicity=1 total_charge=+1 orbital_gap_ev=6.389
N -0.520 -1.425 -0.602 -0.08
C -0.086 -2.515 0.008 0.68
N -0.607 -2.933 1.178 -0.04
C 0.414 -3.439 2.128 0.25
Cl -0.318 -3.795 3.672 -0.13
C 1.033 -4.638 1.436 -0.93
C 1.767 -4.127 0.200 -0.30
S 3.370 -3.349 0.621 1.23
O 3.620 -3.428 2.008 -0.54
O 4.301 -3.729 -0.371 -0.59
F 3.005 -1.825 0.305 -0.26
N 0.874 -3.269 -0.586 -0.11
H -1.440 -1.057 -0.380 0.02
H -0.005 -0.995 -1.368 -0.04
H -1.243 -2.255 1.591 0.00
H 1.148 -2.645 2.284 0.18
H 1.667 -5.222 2.097 0.50
H 0.216 -5.256 1.056 0.41
H 2.072 -4.960 -0.432 0.48
H 1.346 -2.736 -1.307 0.09
N 2.297 -0.492 -2.225 0.35
C 1.289 -0.764 -3.128 -0.82
C 1.031 0.391 -3.820 -0.55
C 1.927 1.381 -3.337 0.10
C 2.696 0.808 -2.362 -1.20
H 2.693 -1.139 -1.571 0.12
H 0.863 -1.750 -3.238 0.56
H 0.300 0.503 -4.604 0.48
H 2.014 2.401 -3.671 0.52
H 3.493 1.217 -1.763 0.52
N -0.070 1.820 0.101 0.28
C 0.699 2.832 -0.414 -0.19
C 0.582 3.907 0.424 -0.62
C -0.289 3.537 1.485 -0.79
C -0.671 2.243 1.260 -0.29
H -0.211 0.913 -0.296 0.22
H 1.244 2.705 -1.332 0.19
H 1.063 4.862 0.290 0.44
H -0.597 4.151 2.313 0.42
H -1.311 1.581 1.819 0.40
N -3.787 -0.412 1.494 0.16
C -3.928 -1.531 2.273 -0.92
C -4.446 -2.528 1.488 -0.08
C -4.634 -1.989 0.186 -0.24
C -4.219 -0.682 0.218 -1.02
H -3.437 0.471 1.823 0.21
H -3.662 -1.521 3.317 0.49
H -4.682 -3.526 1.817 0.46
H -5.038 -2.499 -0.673 0.49
H -4.200 0.074 -0.549 0.47
N 0.799 4.952 -4.522 0.06
C -0.153 5.935 -4.477 -0.52
C 0.492 7.132 -4.327 -0.38
C 1.888 6.862 -4.281 -0.54
C 2.046 5.508 -4.406 -0.32
H 0.606 3.974 -4.632 0.16
H -1.200 5.701 -4.557 0.38
H 0.019 8.097 -4.260 0.41
H 2.682 7.580 -4.174 0.41
H 2.935 4.901 -4.428 0.37
N 6.040 0.126 -0.289 0.13
C 6.567 0.190 -1.556 -0.32
C 7.797 0.782 -1.463 -0.57
C 8.023 1.086 -0.093 -0.43
C 6.923 0.674 0.605 -0.53
H 5.147 -0.255 -0.045 0.16
H 6.030 -0.183 -2.412 0.39
H 8.463 0.978 -2.286 0.41
H 8.895 1.558 0.328 0.40
H 6.693 0.725 1.656 0.38
N -8.452 -2.241 3.961 -0.01
C -7.134 -1.879 3.936 -0.36
C -6.745 -1.630 5.226 -0.15
C -7.874 -1.854 6.061 -0.70
C -8.910 -2.230 5.250 -0.44
H -9.002 -2.478 3.156 0.19
H -6.585 -1.825 3.012 0.29
H -5.763 -1.319 5.542 0.41
H -7.919 -1.749 7.132 0.39
H -9.929 -2.488 5.481 0.38

***

Entry 6:
54
Properties=species:S:1:pos:R:3:mulliken_charge:R:1 method="wB97M-V/def2-TZVPD" max_force_ev_per_a=0.470 homo_energy_ha="-0.20641 / -0.20738" e_lumo_ev="1.34 / 1.22" spin_multiplicity=2 de_lowest_kcal_mol=0.0 total_charge=-1 orbital_gap_ev="6.956 / 6.866"
Fe -0.569 -0.921 -0.147 -0.36
C -0.252 3.248 -1.319 -1.87
C -0.144 1.920 -0.651 -0.03
N -0.319 0.794 -1.225 1.43
O -0.607 0.850 -2.572 -0.60
B 0.572 0.798 -3.485 0.69
F 0.214 1.339 -4.687 -0.32
F 1.667 1.435 -2.886 -0.33
O 0.992 -0.645 -3.785 -0.66
N 1.057 -1.321 -2.607 0.65
C 2.187 -1.421 -1.974 1.18
C 3.439 -1.017 -2.680 -1.94
C 2.327 -1.818 -0.567 -0.15
N 1.412 -1.434 0.258 1.05
O 1.763 -1.612 1.537 -0.45
B 0.978 -0.986 2.699 0.66
F 1.819 -1.093 3.779 -0.37
F -0.242 -1.580 2.905 -0.25
O 0.784 0.468 2.420 -0.57
N 0.193 0.644 1.231 0.86
C 0.239 1.829 0.764 0.06
C 0.765 3.009 1.510 -2.02
C 3.624 -2.373 -0.075 -1.84
H -0.257 3.148 -2.397 0.37
H 0.569 3.895 -1.013 0.41
H -1.185 3.723 -0.998 0.35
H 3.219 -0.474 -3.589 0.41
H 3.985 -1.934 -2.919 0.44
H 4.062 -0.413 -2.023 0.38
H 0.873 2.758 2.560 0.48
H 0.084 3.854 1.402 0.43
H 1.741 3.311 1.121 0.33
H 4.197 -2.818 -0.883 0.45
H 3.410 -3.138 0.667 0.43
H 4.205 -1.588 0.416 0.37
S -2.053 -5.441 -2.128 -0.59
Sb -0.415 -4.309 -1.116 0.76
S -1.110 -3.007 0.725 -0.21
S -0.503 -1.903 -2.137 -0.34
S 1.743 -4.892 -1.351 -0.55
F -3.852 2.081 4.593 -0.37
C -3.545 1.470 3.421 0.49
C -3.515 0.092 3.367 -0.81
C -3.201 -0.521 2.164 0.16
C -2.909 0.224 1.019 0.13
C -2.507 -0.432 -0.254 -1.39
C -2.967 1.616 1.121 -0.07
C -3.282 2.251 2.313 -0.89
H -3.722 -0.486 4.258 0.44
H -3.155 -1.601 2.114 0.37
H -2.666 0.243 -1.096 0.42
H -3.039 -1.363 -0.430 0.75
H -2.775 2.215 0.236 0.57
H -3.332 3.329 2.392 0.45